2 unconnected molecules or ions with the total composition C3H8O2, computed with ωB97M-V/def2-TZVPD.

Summary:
E_LUMO: 0.8220 eV
Energy above the lowest of the compared OMol25 structures with the same formula, charge and spin: 32.4 kJ/mol
HOMO energy: -10.088 eV
Kohn-Sham gap: 10.91 eV
SMILES: CC(C)=O.O

Positions of all 13 atoms, in Å:
C 0.4573 0.8900 -1.7165
C -0.1249 0.2548 -0.4823
C 0.8686 -0.2972 0.5040
O -1.3204 0.3014 -0.2511
H 0.7109 0.0805 -2.4083
H 1.3842 1.4339 -1.4993
H -0.2760 1.5542 -2.1727
H 1.1656 0.6214 1.0131
H 0.4050 -0.9873 1.2124
H 1.7661 -0.7335 0.0589
O -1.5432 -0.9154 2.2688
H -1.6594 -0.4023 1.4484
H -1.8339 -1.8004 2.0246

Results of the Mulliken charge analysis, in e, for atoms 1 through 8:
1 C -1.174
2 C 0.978
3 C -1.165
4 O -0.635
5 H 0.291
6 H 0.320
7 H 0.350
8 H 0.287